# C6H15NO

2 unconnected molecules or ions with the total composition C6H15NO (ωB97M-V with the def2-TZVPD basis set, the Open Molecules 2025 dataset).

Values from the calculation:
- energy relative to the best compared isomer or geometry (same formula, charge and spin) (kcal per mole) = 60.1
- lowest unoccupied orbital energy (eV) = 0.7
- HOMO energy (eV) = -8.761
- spin multiplicity = 1
- SMILES = C[C@@H]1CCCN1C.O

```
23
Properties=species:S:1:pos:R:3:forces:R:3:lowdin_charge:R:1
C 1.291602 -1.211668 -0.926489 1.254 0.694 -0.508 -0.05
C 0.345721 -0.459080 0.057314 1.912 -1.622 1.283 -0.39
C -0.172033 0.726209 -0.592408 0.152 2.263 1.137 -0.21
C -0.409590 1.712233 0.550482 -0.600 2.144 1.937 -0.14
C 0.394441 1.221957 1.834526 -2.397 -1.245 -1.312 -0.19
N 1.085933 0.043710 1.276266 -0.780 -0.640 1.375 -0.17
C 1.036123 -0.912232 2.368334 1.722 -3.474 0.277 -0.16
H 2.371059 -1.332058 -0.530425 -1.755 0.508 -0.492 0.10
H 0.949645 -2.230774 -1.108704 -0.090 0.131 -0.357 0.05
H 1.324860 -0.567485 -1.917406 0.124 -1.725 1.839 0.10
H -0.518726 -1.098637 0.370250 0.625 0.205 -0.073 0.15
H 0.501186 1.209789 -1.253849 1.109 0.089 -0.648 0.10
H -0.963888 0.417238 -1.198270 -1.868 0.058 -0.738 0.10
H -1.509070 1.796191 0.827506 1.381 0.301 -0.423 0.12
H 0.089321 2.725129 0.416484 -1.358 -0.952 -0.666 0.12
H 1.039064 1.935243 2.310563 0.663 0.473 -0.322 0.10
H -0.323889 0.934888 2.682821 0.646 0.165 -1.188 0.11
H 0.045635 -1.109747 2.848860 0.308 0.741 -0.358 0.08
H 1.296873 -1.979688 2.006312 -0.080 1.549 0.208 0.10
H 1.805435 -0.751020 3.188959 -0.979 0.323 -0.987 0.10
O -2.936106 -0.769141 -3.683340 1.253 1.232 -0.957 -0.09
H -2.838828 0.167577 -3.423344 -0.495 -0.553 0.338 0.03
H -2.298936 -0.733999 -4.437452 -0.746 -0.666 0.633 0.05
```
Positions in Å, forces in eV/Å.

# C6H15NO

2 unconnected molecules or ions with the total composition C6H15NO (ωB97M-V with the def2-TZVPD basis set, the Open Molecules 2025 dataset).

Values from the calculation:
- energy relative to the best compared isomer or geometry (same formula, charge and spin) (kcal per mole) = 41.1
- lowest unoccupied orbital energy (eV) = 0.7
- HOMO energy (eV) = -8.826
- spin multiplicity = 1
- SMILES = C=C(C)C[C@H](C)N.O

```
23
Properties=species:S:1:pos:R:3:forces:R:3:lowdin_charge:R:1
C 2.265533 -0.606329 -0.953918 1.001 -0.370 0.166 0.03
C 1.145035 0.068475 -1.106218 -1.074 0.795 -0.844 -0.38
C 1.005447 1.174987 -2.123333 0.295 0.284 -0.287 -0.07
C -0.068775 -0.204838 -0.256204 0.746 -0.372 0.840 -0.17
C -0.130857 0.764545 0.964069 -0.944 -1.674 -0.303 -0.42
C -0.912375 0.081715 2.122606 -0.299 -0.201 -0.699 -0.06
N -0.720769 2.025929 0.535262 0.163 0.841 0.826 0.03
H 2.422201 -1.335231 -0.163893 -0.312 -0.111 -0.085 0.06
H 3.144611 -0.433192 -1.570227 -0.169 0.188 0.010 0.06
H 0.070533 1.105475 -2.687398 0.065 -0.136 0.063 0.08
H 1.839275 1.207711 -2.831843 -0.074 -0.236 0.052 0.07
H 0.989811 2.164148 -1.655429 -0.136 -0.195 0.239 0.07
H 0.067044 -1.218455 0.127470 -0.016 0.184 0.174 0.08
H -1.021112 -0.259409 -0.789978 0.102 0.415 -0.195 0.12
H 0.913282 0.826774 1.287189 -0.163 0.741 -0.069 0.13
H -1.977311 0.344068 2.128968 0.221 0.606 0.163 0.07
H -1.006410 -0.981202 1.902074 0.584 -0.184 0.453 0.04
H -0.436162 0.283349 3.081752 -0.278 -0.132 0.087 0.07
H -0.770871 2.633849 1.356689 0.365 0.109 -0.237 0.07
H -1.713520 1.882861 0.369164 0.062 -0.355 -0.367 0.07
O -1.744984 -2.758154 0.348829 -0.714 1.210 0.402 -0.04
H -1.235863 -3.196836 -0.316411 0.349 -0.841 -0.194 0.03
H -1.981920 -3.319010 1.085499 0.225 -0.564 -0.194 0.04
```
Positions in Å, forces in eV/Å.

# C6H15NO

A single C6H15NO molecule (ωB97M-V with the def2-TZVPD basis set, the Open Molecules 2025 dataset).

Values from the calculation:
- energy relative to the best compared isomer or geometry (same formula, charge and spin) (kcal per mole) = 54.4
- lowest unoccupied orbital energy (eV) = 0.9
- HOMO energy (eV) = -8.658
- spin multiplicity = 1
- SMILES = CC(C)C[C@@H](N)CO

```
23
Properties=species:S:1:pos:R:3:forces:R:3:lowdin_charge:R:1
C 1.990867 -2.083877 0.509996 0.100 0.086 -0.330 -0.07
C 1.413397 -0.639323 0.606880 1.316 0.294 -0.060 -0.41
C 1.191665 -0.311019 2.093963 -1.106 -0.687 1.005 -0.09
C 0.183180 -0.431470 -0.229613 -1.731 -0.472 -1.589 -0.18
C -0.629302 0.893364 -0.083347 2.115 -0.765 1.563 -0.39
N 0.147376 2.059988 -0.461415 -1.108 -0.029 0.577 0.05
C -1.972491 0.861687 -0.741719 -2.359 -0.635 -2.425 -0.17
O -2.227855 -0.190988 -1.761726 0.620 -0.136 0.724 -0.11
H 2.922972 -2.107514 -0.084181 -0.097 0.067 0.863 0.08
H 1.440197 -2.913869 0.084077 -1.010 0.377 -0.525 0.07
H 2.052751 -2.395252 1.538220 1.075 -0.423 0.269 0.05
H 2.238089 -0.012396 0.197113 -0.604 -0.020 0.424 0.13
H 1.194212 0.717820 2.439661 0.535 0.375 -0.426 0.07
H 0.172333 -0.603842 2.397664 -0.046 -0.201 -0.356 0.08
H 1.777442 -0.918551 2.810899 0.294 0.536 -0.635 0.07
H 0.369363 -0.544917 -1.312780 0.368 -0.056 0.370 0.12
H -0.507748 -1.270340 -0.029296 0.065 0.195 0.166 0.12
H -0.718919 0.906100 1.039105 -0.508 0.659 -0.987 0.13
H 0.759908 2.391880 0.256957 0.426 0.193 -0.472 0.07
H 0.310186 2.234863 -1.436017 0.398 -0.035 0.143 0.08
H -2.808688 0.872018 -0.045634 0.118 -0.223 0.339 0.11
H -2.240942 1.643145 -1.466046 1.026 0.919 1.012 0.12
H -2.776661 -0.905160 -1.432196 0.114 -0.018 0.353 0.07
```
Positions in Å, forces in eV/Å.

# C6H15NO

2 unconnected molecules or ions with the total composition C6H15NO (ωB97M-V with the def2-TZVPD basis set, the Open Molecules 2025 dataset).

Values from the calculation:
- energy relative to the best compared isomer or geometry (same formula, charge and spin) (kcal per mole) = 16.9
- lowest unoccupied orbital energy (spin up / spin down) (eV) = -3.5 / -7.0
- charge = +1
- HOMO energy (spin up / spin down) (eV) = -13.925 / -13.925
- spin multiplicity = 2

```
23
Properties=species:S:1:pos:R:3:forces:R:3:lowdin_charge:R:1
C 2.699486 1.521279 -0.074597 0.127 -0.488 -0.022 -0.05
C 2.063804 0.387692 -0.931880 1.477 -1.823 0.908 -0.18
N 1.074310 -2.250836 -0.187662 -0.902 -0.716 0.510 0.18
C 0.152377 -1.245000 -0.299283 1.362 -0.314 0.006 -0.24
C 0.674239 0.021927 -0.609692 -1.868 1.937 -1.066 -0.12
C -0.312408 1.152189 -0.747868 0.473 -0.176 0.497 0.01
C -1.250271 -1.615169 -0.013820 -0.322 0.898 0.476 0.02
H 3.152763 2.193765 -0.795884 -0.081 0.539 0.498 0.09
H 3.473032 1.150141 0.596050 0.197 -0.328 -0.367 0.08
H 2.025555 1.981257 0.639154 -0.393 0.463 -0.443 0.08
H 2.253166 0.593209 -1.981250 -0.836 0.438 -0.351 0.14
H 2.677477 -0.516847 -0.827246 -0.019 0.142 0.275 0.11
H 1.386101 -2.722117 -1.031823 0.762 0.428 0.058 0.15
H 0.757283 -2.922442 0.506297 0.110 -0.403 -0.416 0.12
H -1.213139 1.051467 -0.152761 -0.104 -0.129 -0.055 0.08
H 0.138288 2.112105 -0.496178 0.059 -0.085 -0.196 0.09
H -0.585950 1.173570 -1.802400 -0.173 0.112 -0.248 0.12
H -1.705233 -1.926429 -0.947417 0.091 -0.518 -0.386 0.12
H -1.295129 -2.427914 0.710298 -0.142 -0.020 -0.091 0.11
H -1.895169 -0.793944 0.280622 0.134 0.069 0.427 0.08
H -5.513046 0.817251 2.546412 0.154 0.042 0.258 0.04
H -4.138884 1.126190 3.227879 -0.385 -0.053 0.042 0.03
O -4.618656 1.138649 2.393054 0.280 -0.013 -0.314 -0.07
```
Positions in Å, forces in eV/Å.

# C6H15NO

2 unconnected molecules or ions with the total composition C6H15NO (ωB97M-V with the def2-TZVPD basis set, the Open Molecules 2025 dataset).

Values from the calculation:
- energy relative to the best compared isomer or geometry (same formula, charge and spin) (kcal per mole) = 50.1
- lowest unoccupied orbital energy (spin up / spin down) (eV) = -2.8 / -8.0
- charge = +1
- HOMO energy (spin up / spin down) (eV) = -13.997 / -13.910
- spin multiplicity = 2

```
23
Properties=species:S:1:pos:R:3:forces:R:3:lowdin_charge:R:1
C -0.236933 -1.352468 1.101746 0.179 2.069 1.084 -0.15
C 0.501844 -0.149577 1.811178 0.556 -0.830 -1.348 -0.16
C 1.355726 0.531941 0.761859 -0.852 0.197 0.628 -0.21
C 1.400788 1.851235 0.580834 0.417 -0.138 -0.589 0.05
C -1.451204 -0.856475 0.333678 -0.344 -1.362 -0.711 -0.16
N -1.140604 0.086413 -0.738571 -0.786 0.470 3.165 0.10
C -2.201058 0.952124 -1.190468 0.479 0.416 -1.163 -0.01
H 0.458472 -1.822006 0.420642 0.092 -0.777 0.235 0.11
H -0.564991 -1.906206 1.973135 -0.186 -1.017 -0.551 0.13
H 1.191513 -0.554605 2.557572 -0.349 -0.021 0.154 0.13
H -0.261987 0.478832 2.264097 0.287 0.309 0.224 0.12
H 1.897332 -0.137107 0.088905 0.142 0.316 0.295 0.09
H 2.008691 2.227865 -0.230416 0.061 0.238 0.029 0.08
H 0.914332 2.570642 1.219536 -0.212 0.008 0.126 0.08
H -2.257842 -0.494851 0.988421 0.171 0.430 -0.207 0.15
H -1.929837 -1.734172 -0.139812 -0.064 0.068 -0.101 0.16
H -0.249352 0.516330 -0.398006 0.590 0.457 -1.323 0.10
H -2.598810 0.538702 -2.118891 -0.362 -0.299 0.013 0.12
H -2.993663 1.073751 -0.454947 0.011 -0.233 0.020 0.11
H -1.814176 1.922977 -1.516226 0.179 -0.153 0.357 0.11
H 1.944829 -0.734164 -2.839736 -0.499 0.338 -1.490 0.04
H 0.970376 -0.913196 -1.571049 0.469 -0.007 -1.198 0.01
O 1.870969 -0.943077 -1.932100 0.021 -0.480 2.349 -0.02
```
Positions in Å, forces in eV/Å.

# C6H15NO2

2 unconnected molecules or ions with the total composition C6H15NO2 (ωB97M-V with the def2-TZVPD basis set, the Open Molecules 2025 dataset).

Values from the calculation:
- energy relative to the best compared isomer or geometry (same formula, charge and spin) (kcal per mole) = 142.0
- lowest unoccupied orbital energy (eV) = 0.8
- HOMO energy (eV) = -7.726
- spin multiplicity = 1
- SMILES = C=C(C)C.CCN(O)O

```
24
Properties=species:S:1:pos:R:3:forces:R:3:lowdin_charge:R:1
C -1.442754 0.118425 1.194996 -0.420 -0.060 -1.703 -0.04
C -1.299928 -0.167135 -0.153473 -3.103 -0.848 2.474 -0.44
C -2.122410 0.618984 -1.151523 1.326 0.566 -0.426 -0.07
C -1.138284 -1.617517 -0.536815 0.833 -0.590 -0.066 -0.06
H -1.981554 1.005371 1.502983 0.082 0.212 -0.031 0.05
H -1.339919 -0.641379 1.954033 0.479 -0.071 0.054 0.05
H -1.548596 0.744846 -2.072090 -0.052 0.062 -0.114 0.07
H -3.022741 0.073939 -1.431530 -0.031 -0.106 0.303 0.09
H -2.377706 1.612835 -0.790613 -0.119 0.012 0.105 0.08
H -0.099247 -1.909005 -0.672754 0.226 0.054 0.078 0.06
H -1.543478 -2.268748 0.236629 -0.001 0.050 0.068 0.08
H -1.608069 -1.917215 -1.472945 -0.232 0.416 -0.070 0.08
C 2.195769 -0.223541 1.626856 -0.623 0.172 0.022 -0.10
C 2.104624 -0.267106 0.125927 -1.155 1.826 -2.074 -0.11
N 0.756981 0.522718 -0.555119 2.129 -0.150 1.516 -0.23
O 0.704704 1.790276 0.079971 0.563 -0.566 -0.664 -0.05
O 0.915674 0.767088 -1.929363 0.450 -0.280 0.096 -0.03
H 2.034690 0.785950 2.004412 0.050 -0.002 -0.054 0.07
H 1.448956 -0.873911 2.077987 0.060 -0.046 0.121 0.07
H 3.194990 -0.538637 1.937870 -0.097 -0.075 -0.088 0.08
H 2.079943 -1.275945 -0.275203 -0.189 0.030 -0.110 0.09
H 2.927447 0.284905 -0.336858 0.000 -0.133 0.010 0.10
H -0.028819 1.685999 0.715163 -0.319 -0.303 0.016 0.06
H 1.189726 1.688805 -2.078540 0.142 -0.170 0.536 0.11
```
Positions in Å, forces in eV/Å.

# C6H15NO2

A molecular structure, C6H15NO2 (ωB97M-V with the def2-TZVPD basis set, the Open Molecules 2025 dataset).

Values from the calculation:
- energy relative to the best compared isomer or geometry (same formula, charge and spin) (kcal per mole) = 153.4
- lowest unoccupied orbital energy (eV) = 0.5
- HOMO energy (eV) = -9.494
- spin multiplicity = 1

```
24
Properties=species:S:1:pos:R:3:forces:R:3:lowdin_charge:R:1
C 74.452000 48.229000 78.955000 -5.707 -2.411 1.932 -0.03
C 74.000000 46.913000 79.719000 1.392 3.216 -2.065 -0.23
N 73.630000 45.979000 80.244000 -0.695 -1.489 0.821 0.13
H 73.684000 48.965000 79.517000 2.148 -1.068 -1.857 0.12
H 75.441000 48.334000 79.215000 2.209 0.777 0.097 0.02
H 74.170000 47.961000 77.898000 0.634 0.996 1.012 0.09
C 69.473000 45.106000 79.799000 -5.206 0.060 -0.993 -0.10
C 69.646000 45.601000 81.240000 1.416 -6.948 -1.571 -0.32
O 70.952000 45.143000 81.563000 1.505 -0.681 0.761 -0.13
H 68.206000 45.532000 79.372000 3.946 -0.947 0.921 0.15
H 69.228000 44.042000 79.911000 0.620 0.051 -0.699 0.04
H 70.275000 45.339000 79.029000 -1.130 -0.099 1.229 0.08
H 68.945000 45.204000 82.001000 0.321 0.489 -0.743 0.14
H 69.761000 46.526000 81.125000 -0.238 8.156 0.241 0.01
H 71.643000 45.338000 80.874000 -1.178 -0.055 0.895 0.04
C 71.100000 49.283000 77.698000 0.142 -3.005 -0.154 -0.14
C 69.661000 48.896000 78.012000 2.631 3.247 -1.397 -0.32
O 69.512000 47.834000 77.066000 -5.830 -0.395 2.366 -0.14
H 71.842000 48.490000 77.910000 -0.902 -0.732 -0.544 0.07
H 71.587000 49.931000 78.257000 1.150 3.922 3.715 0.01
H 71.385000 49.682000 76.794000 -0.316 0.380 -2.896 0.06
H 69.029000 49.983000 77.802000 1.039 -3.520 0.808 0.18
H 69.846000 48.612000 79.069000 -1.682 -0.184 -0.332 0.11
H 68.492000 47.565000 77.321000 3.731 0.240 -1.549 0.16
```
Positions in Å, forces in eV/Å.

# C6H15NO2SSi

2 unconnected molecules or ions with the total composition C6H15NO2SSi (ωB97M-V with the def2-TZVPD basis set, the Open Molecules 2025 dataset).

Values from the calculation:
- lowest unoccupied orbital energy (spin up / spin down) (eV) = -4.0 / -4.0
- HOMO energy (spin up / spin down) (eV) = -7.784 / -7.773
- spin multiplicity = 1

```
26
Properties=species:S:1:pos:R:3:forces:R:3:lowdin_charge:R:1
C -3.316321 1.582220 1.209024 2.933 -1.504 -0.082 -0.07
C -2.684618 0.132853 1.001947 -0.741 1.461 -0.343 -0.10
C -3.263027 0.611714 2.299628 -1.088 -2.931 -0.663 -0.42
C 1.387496 -1.874653 -0.824494 -0.438 0.046 0.846 -0.20
C 3.122278 0.595974 -0.391186 -0.445 -3.358 2.286 -0.19
C 0.568619 0.958165 -1.794154 -0.063 1.331 3.592 -0.16
N 0.320830 0.042958 1.189971 0.006 1.369 1.524 -0.06
O -0.989488 1.533116 3.278410 -0.404 -0.301 -0.174 -0.35
O -2.848703 1.177071 4.895916 -0.081 -0.286 -0.380 -0.35
Si 1.309577 -0.038505 -0.187612 1.457 0.136 -2.631 0.42
S -2.150489 0.753909 3.698302 0.752 0.854 1.042 0.87
H -2.505404 2.259774 1.398689 0.345 0.541 -0.550 0.09
H -4.120419 2.008276 0.712405 -1.783 0.278 -0.454 0.08
H -3.206611 -0.728276 0.556063 -0.073 0.795 0.111 0.11
H -1.597537 0.101894 0.724038 -0.080 0.350 0.816 0.05
H -4.126256 -0.047116 2.518493 0.531 0.860 0.575 0.14
H 0.653486 -1.767283 -1.643302 0.394 -0.692 -0.026 0.00
H 2.407329 -2.186102 -1.212763 -1.344 0.383 0.449 0.04
H 0.963883 -2.638208 -0.075758 0.791 1.143 -1.124 0.04
H 3.472496 0.394689 -1.368226 0.036 -0.475 -1.234 0.01
H 3.269994 1.591773 -0.222303 0.338 2.696 0.767 -0.02
H 3.743379 -0.037621 0.310491 -0.316 0.875 -0.627 0.04
H 1.023523 0.368607 -2.544114 -0.428 -0.332 -1.280 0.00
H -0.443851 0.942466 -1.425569 -1.023 -0.959 -1.267 -0.02
H 0.700081 2.067739 -1.811398 0.866 -0.984 -0.164 0.04
H 0.354871 0.913404 1.795806 -0.143 -1.298 -1.010 -0.01
```
Positions in Å, forces in eV/Å.

Number 1: strongest force on any atom 3.9 eV/Å. Number 2: strongest force on any atom 1.9 eV/Å. Number 3: strongest force on any atom 3.4 eV/Å. Number 4: strongest force on any atom 2.9 eV/Å. Number 5: strongest force on any atom 3.3 eV/Å. Number 6: strongest force on any atom 4.1 eV/Å. Number 7: strongest force on any atom 8.2 eV/Å. Number 8: strongest force on any atom 4.1 eV/Å.